Record 1
The following is a DFT calculation (ωB97M-V/def2-TZVPD) of a single C18H15Cl4NO5 molecule.

Structure (XYZ):
```
43
Properties=species:S:1:pos:R:3:forces:R:3
C 2.917 2.153 2.454 -0.09 0.05 0.20
Cl 1.458 -3.081 -2.094 -0.03 -0.17 0.07
O -1.132 1.916 -0.522 -0.11 0.17 0.12
H -3.585 -2.396 -1.245 0.02 -0.03 -0.03
C 1.514 2.837 5.735 -0.13 0.02 0.14
H -3.292 -2.545 -2.997 -0.03 -0.01 0.04
H -0.102 1.911 3.981 -0.05 0.02 0.09
C -0.221 -1.852 -3.902 -0.60 0.43 0.15
H -1.867 -2.780 0.605 0.02 0.07 0.02
H 3.929 2.455 2.668 0.13 0.04 0.02
H 1.094 1.867 6.019 0.00 0.03 -0.02
C -0.292 1.182 -0.961 0.08 0.01 -0.52
H 1.650 -0.155 -3.170 -0.04 0.01 0.09
O 2.421 2.715 4.665 0.19 -0.01 -0.18
H -3.290 -3.998 -1.970 -0.09 0.05 -0.03
Cl 0.489 -2.709 -5.170 0.03 -0.03 -0.25
C 1.252 1.309 0.955 -0.04 0.05 0.21
C -0.304 0.515 -2.337 -0.25 0.16 0.12
C 1.641 -0.101 -1.023 -0.21 -0.01 -0.46
O -0.670 -1.375 -0.351 0.01 -0.25 -0.45
H -0.350 1.288 -3.107 0.00 -0.05 0.08
C 1.968 2.243 3.476 -0.03 -0.09 -0.27
C -0.958 -1.713 -1.670 -0.05 -0.06 -0.32
C 0.948 -0.358 -2.359 0.25 -0.20 0.08
C -1.615 -1.719 0.652 -0.08 0.00 0.04
Cl -2.331 -0.687 -5.216 0.03 0.00 -0.16
H -2.518 -1.107 0.566 0.02 -0.03 0.03
C -3.035 -2.941 -2.013 -0.02 -0.14 0.01
N 0.892 0.840 -0.339 0.32 0.46 0.51
C 0.657 1.856 3.217 0.12 0.12 0.34
C 0.369 -1.785 -2.507 -0.10 -0.03 0.13
Cl -3.037 0.206 -2.167 -0.17 -0.02 0.03
H 0.702 3.531 5.495 0.02 -0.04 0.00
H -0.714 1.096 1.769 -0.09 0.00 -0.02
O -1.629 -2.913 -1.800 0.22 0.12 0.24
H 2.093 3.235 6.567 -0.09 -0.03 -0.03
C 2.564 1.696 1.205 -0.12 0.03 0.06
C -1.468 -0.493 -2.527 0.01 0.01 0.12
C -1.312 -1.073 -3.916 0.52 -0.42 -0.02
C 0.305 1.388 1.963 0.16 -0.11 -0.25
H 3.305 1.631 0.424 0.06 -0.01 -0.06
H -1.110 -1.504 1.592 -0.10 -0.03 0.03
O 2.665 -0.588 -0.645 0.27 -0.06 0.07
```
Positions in Å, forces in eV/Å.

Computed properties:
SMILES string: COc1ccc(N2C(=O)[C@@H]3[C@H](C2=O)[C@@]2(Cl)C(Cl)=C(Cl)[C@]3(Cl)C2(OC)OC)cc1
total charge: 0

These are the Mulliken partial charges, in e, on atoms 1 to 6: number 1, C, carries -0.79; number 2, Cl, carries -0.17; number 3, O, carries -0.59; number 4, H, carries 0.29; number 5, C, carries -0.83; number 6, H, carries 0.23


Record 2
The following is a DFT calculation (ωB97M-V/def2-TZVPD) of a single C2H2FNO2 molecule in a non-equilibrium geometry.

Structure (XYZ):
```
8
Properties=species:S:1:pos:R:3:forces:R:3
N 1.906 -1.762 -0.335 -0.71 2.69 0.57
H -0.657 -0.532 -0.129 -0.59 -2.10 -0.29
C 1.494 -0.384 -0.045 -0.64 2.57 -0.30
O 0.975 -2.486 -0.376 -1.62 -2.61 -0.31
C 0.222 0.006 0.016 1.01 0.05 0.29
F 2.503 0.522 -0.010 -0.69 -1.30 0.26
H -0.171 0.959 0.264 1.03 1.43 0.13
O 3.054 -1.983 -0.483 2.21 -0.73 -0.34
```
Positions in Å, forces in eV/Å.

Computed properties:
SMILES string: C=C(F)[N+](=O)[O-]
ΔE to the lowest compared entry with this formula, charge and spin: 445.54 kJ/mol
total charge: 0

These are the Mulliken partial charges, in e, on atoms 1 to 6: number 1, N, carries 1.01; number 2, H, carries 0.30; number 3, C, carries 0.37; number 4, O, carries -0.56; number 5, C, carries -0.67; number 6, F, carries -0.20


Record 3
The following is a DFT calculation (ωB97M-V/def2-TZVPD) of a molecular structure, C34H41Cl2N3PSr.

Structure (XYZ):
```
82
Properties=species:S:1:pos:R:3:forces:R:3
H -3.227 1.938 1.203 0.05 -0.03 -0.01
H 3.724 -0.709 -0.051 0.01 -0.01 -0.03
C 1.508 -0.614 -3.465 0.00 -0.04 0.02
C 3.916 -0.288 0.930 -0.13 0.19 0.02
N -0.081 -0.998 -1.121 0.04 -0.06 -0.11
H 6.241 -0.617 4.738 0.01 -0.01 0.01
C -3.700 -2.117 -2.945 -0.15 -0.03 -0.04
H -3.455 -1.089 0.921 -0.02 0.00 0.00
C 2.659 -3.349 -0.384 0.03 -0.02 -0.03
H -0.398 6.017 5.185 0.00 0.02 -0.01
C -3.533 1.064 0.614 0.09 -0.04 -0.02
H -1.350 3.940 6.195 -0.01 0.00 0.02
H -5.831 -1.939 -3.191 -0.03 0.00 -0.01
H -4.450 -0.296 -2.160 -0.06 0.04 0.05
H 2.938 -4.050 0.397 0.01 -0.02 0.01
H -0.658 3.258 -1.661 0.03 0.02 -0.04
C 3.180 1.051 2.638 -0.19 0.09 -0.09
C 0.508 -2.944 0.862 -0.04 -0.04 0.00
H 0.583 5.871 2.879 0.01 0.02 0.00
C -2.644 2.412 -1.901 0.06 -0.07 0.06
H -0.514 -3.215 -2.555 0.02 0.01 0.01
H -1.474 3.752 -3.156 0.01 0.02 -0.02
C -3.309 -0.168 1.494 0.08 0.04 -0.05
H -3.191 1.350 -3.703 -0.02 -0.03 -0.01
H 0.577 -0.937 -3.937 -0.02 0.03 -0.01
C -2.565 -2.919 -3.046 -0.04 0.08 0.02
C 0.162 4.997 3.362 -0.03 0.05 0.09
H 3.771 -2.103 -3.310 0.02 0.00 -0.03
H -0.810 2.119 -3.012 0.03 -0.01 -0.02
H 4.815 -4.798 -0.980 0.03 -0.02 0.00
H 7.008 -1.300 3.294 0.02 0.00 0.02
H -5.213 -3.573 -3.444 -0.03 -0.01 0.00
N 2.990 0.549 1.412 0.47 -0.30 0.05
H -4.974 -2.341 -4.679 -0.04 -0.01 -0.01
C -0.900 2.728 4.519 -0.10 0.08 0.26
H 5.773 -1.312 1.187 0.00 -0.01 -0.01
C 4.293 0.755 3.400 0.25 -0.09 0.04
H 2.281 -0.528 -4.229 0.01 0.00 -0.01
P -2.221 1.031 -0.708 -0.23 0.26 0.01
C -1.371 -2.556 -2.466 0.11 0.01 0.03
Sr 0.544 0.683 0.564 -0.01 0.53 0.20
H -5.590 1.341 1.159 -0.02 0.00 0.00
C -0.913 3.917 5.203 -0.01 -0.09 -0.02
C -3.578 -0.929 -2.238 0.14 -0.20 -0.04
C 6.497 -0.426 3.696 0.04 -0.01 -0.01
C 3.121 -2.265 -2.456 0.02 -0.03 0.03
H 5.097 -4.090 -2.575 0.03 -0.02 0.00
H 5.645 -3.250 -1.128 0.02 -0.01 0.00
H 0.463 -2.121 1.583 0.02 0.01 0.03
H -3.068 3.196 -1.261 0.00 -0.02 -0.01
C -0.383 5.082 4.643 0.05 0.18 0.00
H -0.509 -3.088 0.494 -0.02 0.00 0.02
H 0.817 -3.836 1.406 0.00 0.01 0.05
H -4.581 1.790 -2.715 -0.09 -0.01 0.04
C -2.389 -0.518 -1.639 -0.06 -0.08 -0.05
C 1.918 -1.578 -2.388 0.01 0.08 0.00
C 5.060 -0.627 1.627 0.14 -0.06 0.12
H -5.383 0.361 -0.288 -0.04 -0.05 -0.05
Cl -1.598 1.321 5.295 -0.05 -0.08 0.07
H -5.173 2.121 -0.363 -0.03 0.05 -0.10
C -4.998 -2.514 -3.599 0.07 0.02 -0.01
Cl 0.869 3.750 1.076 0.08 -0.03 -0.21
C -0.360 2.515 3.183 0.06 -0.18 -0.15
C 5.271 -0.100 2.897 -0.24 0.11 -0.07
C 1.063 -1.772 -1.287 0.12 -0.09 0.06
H 2.390 1.694 3.013 -0.04 0.01 -0.01
H 4.395 1.185 4.388 -0.03 0.01 0.01
H -4.014 -0.166 2.328 0.01 0.00 0.04
C 4.839 -3.864 -1.540 -0.03 0.03 0.01
H -3.743 3.027 -3.653 -0.01 0.01 0.00
H -2.625 -3.857 -3.591 0.01 -0.02 0.00
H 7.194 0.414 3.679 0.01 -0.01 0.00
C 0.165 3.795 2.705 -0.03 0.02 0.08
C 1.444 -2.679 -0.284 0.03 -0.01 -0.04
C -3.603 2.123 -3.053 0.05 0.06 0.08
H 1.316 0.374 -3.042 -0.03 0.02 -0.03
N -0.328 1.412 2.528 0.01 -0.02 0.05
H -2.299 -0.145 1.913 -0.06 -0.01 0.08
C -1.226 -1.348 -1.728 -0.50 -0.18 -0.32
C -5.002 1.233 0.244 0.13 -0.04 -0.05
C -1.315 2.920 -2.465 -0.01 0.04 0.06
C 3.514 -3.153 -1.460 0.02 -0.02 0.01
```
Positions in Å, forces in eV/Å.

Computed properties:
ΔE to the lowest compared entry with this formula, charge and spin: 0.00 kJ/mol
total charge: -1

These are the Mulliken partial charges, in e, on atoms 1 to 6: number 1, H, carries 0.39; number 2, H, carries 0.56; number 3, C, carries -1.48; number 4, C, carries -0.52; number 5, N, carries 0.56; number 6, H, carries 0.37


Record 4
The following is a DFT calculation (ωB97M-V/def2-TZVPD) of 2 unconnected molecules or ions with the total composition C6H13ClNO2 in a non-equilibrium geometry.

Structure (XYZ):
```
23
Properties=species:S:1:pos:R:3:forces:R:3
H 1.877 -1.209 -0.487 0.51 0.85 -0.34
H -2.022 0.555 -1.410 -0.59 -0.31 -0.24
H 2.104 -0.636 -2.126 -0.41 0.51 0.51
C 2.098 -0.269 -1.078 0.45 -1.46 0.16
O -1.722 0.344 1.932 -0.68 -1.04 -2.58
H 0.151 0.329 -1.393 -0.51 1.55 0.77
C -2.541 -2.112 -0.602 -1.32 -1.30 -2.11
O -2.380 -1.387 0.581 0.26 -0.40 1.23
H 3.107 0.108 -0.886 -0.29 -0.26 0.24
C -2.075 0.816 -0.373 0.41 -2.51 1.01
H -2.648 -1.504 -1.522 -0.61 0.16 0.76
H 3.128 1.295 0.582 -1.62 2.22 0.69
H 2.058 1.895 1.928 -0.58 -0.30 -0.07
H 0.282 2.271 -0.033 0.44 -0.07 0.75
Cl -1.719 2.458 -0.142 -0.39 1.11 0.35
H -2.421 -0.010 2.475 -0.32 -0.27 1.04
H 2.397 3.148 0.727 0.36 -1.68 -0.04
N 1.133 1.673 0.014 -2.43 -0.62 -1.27
C -2.068 -0.120 0.643 0.72 3.54 -0.24
C 0.994 0.669 -0.782 2.33 -0.93 -0.63
H -1.648 -2.689 -0.890 -0.12 -0.17 0.89
C 2.236 2.025 0.863 2.62 0.07 -0.69
H -3.462 -2.813 -0.488 1.78 1.32 -0.17
```
Positions in Å, forces in eV/Å.

Computed properties:
ΔE to the lowest compared entry with this formula, charge and spin: 109.88 kJ/mol
total charge: +1

These are the Mulliken partial charges, in e, on atoms 1 to 6: number 1, H, carries 0.31; number 2, H, carries 0.39; number 3, H, carries 0.37; number 4, C, carries -1.40; number 5, O, carries -0.45; number 6, H, carries 0.27


Record 5
The following is a DFT calculation (ωB97M-V/def2-TZVPD) of 2 unconnected molecules or ions with the total composition C15H25O4S in a non-equilibrium geometry.

Structure (XYZ):
```
45
Properties=species:S:1:pos:R:3:forces:R:3
C -2.309 -2.202 -0.148 -0.01 -0.31 0.03
O 1.390 1.828 1.100 -0.96 -1.85 0.64
C -2.821 0.671 1.888 0.06 0.63 0.20
H -3.420 1.557 2.160 0.50 -0.15 -0.08
H -2.123 -1.630 -1.069 -0.40 -0.07 0.31
C -0.556 0.334 -0.571 0.65 -0.62 -5.54
H -3.278 0.390 -0.211 -0.23 -0.30 0.33
H 3.748 -1.612 2.384 0.02 -0.09 -0.18
H 3.421 0.689 1.713 -0.04 -0.05 -0.27
C 3.259 -0.083 0.953 -0.10 -0.03 -0.28
H -0.985 -3.317 1.143 -0.02 0.05 0.02
C 1.898 1.849 -1.814 0.00 1.17 2.41
H -2.787 0.059 2.804 0.00 0.02 -0.28
C -1.396 1.177 1.581 -0.33 0.27 0.38
H -0.191 -2.514 -0.222 -0.16 -0.02 0.25
H 5.024 -1.255 1.207 -0.07 -0.06 0.01
H 1.501 2.837 -2.067 -0.16 -0.30 0.48
C -0.454 0.181 0.843 0.39 -0.11 4.08
C -3.551 -0.054 0.756 -0.24 -0.30 0.23
H 3.608 -2.212 0.709 0.06 0.24 0.06
H 2.591 1.545 -5.190 0.28 0.18 -0.23
H -1.207 -1.238 2.365 0.02 0.05 -0.26
C -3.428 -1.592 0.714 -0.34 0.07 -0.50
C -0.559 -1.278 1.481 0.46 0.84 -0.21
H -2.658 -3.197 -0.459 0.10 0.18 -0.10
C -1.156 1.592 -1.154 -0.17 0.30 -0.11
H -0.771 1.712 -2.171 0.12 -0.03 0.36
C 0.994 0.682 0.997 2.10 1.23 -0.07
H 4.019 1.523 -4.072 0.21 0.46 -0.32
O 1.845 -0.376 0.869 -0.09 0.71 0.35
C -0.960 -2.394 0.550 -0.16 -0.30 -0.28
O -0.069 -0.496 -1.347 -1.31 0.59 1.48
C 3.944 -1.374 1.331 0.08 -0.16 0.27
C 2.964 1.789 -4.191 0.47 -0.66 -0.46
H -3.397 -1.984 1.742 0.05 0.03 -0.19
H 2.778 2.834 -3.926 0.06 -0.36 -0.17
H -2.243 1.458 -1.232 0.03 0.15 0.08
H -4.382 -1.938 0.285 0.23 -0.06 0.14
H 0.449 -1.505 1.834 -0.37 -0.03 0.15
H 3.613 0.271 -0.024 -0.26 0.08 0.21
H -0.949 2.476 -0.529 -0.02 -0.37 -0.43
H -4.619 0.166 0.915 0.30 -0.01 -0.16
S 2.060 0.744 -3.016 -0.45 -0.81 -1.61
H 2.231 1.593 -0.811 0.16 0.68 -0.69
O -1.071 2.299 1.901 -0.47 -0.89 -0.03
```
Positions in Å, forces in eV/Å.

Computed properties:
ΔE to the lowest compared entry with this formula, charge and spin: 384.03 kJ/mol
total charge: -1

These are the Mulliken partial charges, in e, on atoms 1 to 6: number 1, C, carries -0.47; number 2, O, carries -0.66; number 3, C, carries -1.17; number 4, H, carries 0.40; number 5, H, carries 0.21; number 6, C, carries 0.13


Record 6
The following is a DFT calculation (ωB97M-V/def2-TZVPD) of a single C3H5NO molecule in a non-equilibrium geometry.

Structure (XYZ):
```
10
Properties=species:S:1:pos:R:3:forces:R:3
C 1.350 -0.524 -0.126 -1.37 -0.01 -1.10
H -1.139 -1.811 0.067 2.16 0.75 -1.25
H -1.056 1.067 1.313 -0.18 0.03 -0.14
N -0.470 -1.305 -0.634 -0.47 2.26 1.62
H -1.546 1.384 -0.426 1.89 0.01 1.30
C -0.649 1.196 0.303 -0.75 0.77 -0.52
O 0.887 -1.747 -0.624 0.91 -1.76 0.44
H 2.431 -0.287 -0.173 -1.11 -0.05 0.24
H 0.096 2.030 0.395 -0.99 -0.39 -0.44
C 0.095 -0.004 -0.095 -0.10 -1.61 -0.14
```
Positions in Å, forces in eV/Å.

Computed properties:
SMILES string: Cc1co[nH]1
ΔE to the lowest compared entry with this formula, charge and spin: 374.47 kJ/mol
total charge: 0

These are the Mulliken partial charges, in e, on atoms 1 to 6: number 1, C, carries -0.10; number 2, H, carries 0.26; number 3, H, carries 0.26; number 4, N, carries -0.27; number 5, H, carries 0.27; number 6, C, carries -0.94


Record 7
The following is a DFT calculation (ωB97M-V/def2-TZVPD) of a molecular structure, C6H9NO2 in a non-equilibrium geometry.

Structure (XYZ):
```
18
Properties=species:S:1:pos:R:3:forces:R:3
H -1.253 -2.336 1.138 0.18 1.27 -1.40
H 1.784 -1.538 0.560 -0.93 0.83 -0.24
H -1.252 -0.784 1.892 -0.42 0.10 -1.41
C 2.252 0.741 0.712 -5.15 -0.19 -3.16
C -0.545 1.091 -0.067 -2.93 -3.22 1.29
H 0.296 1.736 -0.086 0.07 0.66 -0.24
H -2.373 -0.975 0.200 2.79 -0.86 2.48
C -0.170 -0.461 -0.146 -1.04 0.04 3.58
H 1.626 1.908 0.891 2.62 -3.97 -0.46
C 1.283 -0.573 0.283 3.51 1.81 -1.11
N -1.224 0.831 -1.425 0.46 3.07 -0.70
O 2.129 0.149 -0.713 -0.39 0.69 3.38
H -1.204 1.071 1.097 1.45 1.15 -4.08
C -0.764 -0.452 -1.574 -1.46 -0.44 -0.35
H -1.355 1.505 -2.291 0.16 -1.75 2.69
H 3.236 0.563 1.085 0.30 -0.01 0.54
O -1.146 -1.244 -2.407 1.41 0.17 0.59
C -1.321 -1.231 0.852 -0.62 0.65 -1.41
```
Positions in Å, forces in eV/Å.

Computed properties:
ΔE to the lowest compared entry with this formula, charge and spin: 620.00 kJ/mol
total charge: 0

These are the Mulliken partial charges, in e, on atoms 1 to 6: number 1, H, carries 0.31; number 2, H, carries 0.40; number 3, H, carries 0.33; number 4, C, carries -0.39; number 5, C, carries -0.62; number 6, H, carries 0.34


Record 8
The following is a DFT calculation (ωB97M-V/def2-TZVPD) of a single C5H11N molecule in a non-equilibrium geometry.

Structure (XYZ):
```
17
Properties=species:S:1:pos:R:3:forces:R:3
N 0.874 1.169 1.875 0.26 -0.62 1.46
C -0.293 -0.916 -2.105 -1.38 0.48 -0.10
H -1.281 1.022 0.130 -1.31 0.47 -1.05
H 1.501 1.249 2.711 -0.83 -0.23 -1.61
H -0.092 -1.029 1.222 0.36 -0.23 -1.11
H 1.079 1.156 -0.131 -0.09 -0.72 0.48
H 2.366 0.334 0.496 -0.79 -0.38 0.99
H -2.655 0.088 -0.958 0.06 1.07 -0.64
C 1.258 0.415 0.704 1.93 1.62 -3.16
H 0.645 -1.280 -2.420 1.00 -0.65 0.01
C -1.764 0.141 -0.357 0.86 -1.30 3.09
H -2.088 -0.348 0.617 0.23 0.10 -1.02
H 0.484 2.045 1.582 0.16 0.28 0.51
H -1.005 -0.808 -2.936 0.12 0.25 0.58
H 1.029 -1.798 0.145 0.54 0.37 -0.47
C -0.557 -0.586 -0.838 1.21 -0.92 -0.26
C 0.500 -0.856 0.263 -2.34 0.41 2.32
```
Positions in Å, forces in eV/Å.

Computed properties:
SMILES string: C=C(C)CCN
ΔE to the lowest compared entry with this formula, charge and spin: 186.24 kJ/mol
total charge: 0

These are the Mulliken partial charges, in e, on atoms 1 to 6: number 1, N, carries -0.52; number 2, C, carries -0.96; number 3, H, carries 0.21; number 4, H, carries 0.20; number 5, H, carries 0.28; number 6, H, carries 0.36


E_LUMO? In order: 0.4932 -0.6267 2.2262 -4.0153 2.8098 0.9627 0.7233 1.0829 eV.